No. 1
{"formula": "C30H46BIrN10S2", "method": "ωB97M-V/def2-TZVPD", "spin_multiplicity": 2, "e_above_lowest_kj_mol": 39.17, "total_charge": 3, "homo_lumo_gap_ev": [7.4785, 5.1485], "total_energy_ha": -2643.09635, "symbols": ["Ir", "C", "C", "C", "C", "N", "N", "B", "N", "N", "C", "C", "C", "C", "C", "C", "C", "C", "N", "N", "C", "C", "C", "C", "C", "C", "C", "C", "C", "C", "C", "C", "H", "H", "H", "H", "H", "H", "H", "H", "H", "H", "H", "H", "H", "H", "H", "H", "H", "H", "H", "H", "H", "H", "H", "H", "H", "H", "H", "H", "H", "H", "H", "H", "H", "H", "H", "H", "H", "H", "H", "H", "N", "C", "N", "C", "C", "S", "C", "C", "S", "C", "N", "N", "H", "H", "H", "H", "H", "H"], "xyz": [[-0.39, 0.27, 0.02], [1.41, 4.72, -2.40], [0.69, 3.42, -2.33], [-0.07, 2.78, -3.30], [-0.45, 1.55, -2.76], [0.00, 1.50, -1.49], [0.71, 2.63, -1.24], [1.62, 2.60, 0.01], [2.34, 1.22, 0.01], [1.65, 0.01, 0.00], [2.58, -0.97, 0.00], [3.85, -0.38, -0.01], [3.66, 0.98, 0.00], [4.68, 2.06, 0.00], [2.38, -2.46, -0.01], [3.04, -3.04, -1.27], [3.05, -3.05, 1.24], [0.91, -2.86, 0.00], [0.73, 2.62, 1.27], [0.01, 1.50, 1.53], [-0.44, 1.56, 2.79], [-0.05, 2.78, 3.33], [0.71, 3.42, 2.36], [1.44, 4.71, 2.42], [-1.17, 0.44, 3.47], [-2.65, 0.81, 3.62], [-0.99, -0.82, 2.64], [-0.57, 0.21, 4.86], [-1.17, 0.43, -3.42], [-0.58, 0.20, -4.82], [-2.66, 0.77, -3.56], [-0.96, -0.83, -2.58], [1.06, 5.29, -3.26], [2.48, 4.56, -2.52], [1.27, 5.32, -1.50], [-0.27, 3.13, -4.29], [2.38, 3.50, 0.01], [4.79, -0.90, -0.02], [5.67, 1.62, 0.00], [4.59, 2.70, 0.88], [4.59, 2.70, -0.88], [4.10, -2.81, -1.30], [2.58, -2.64, -2.18], [2.93, -4.12, -1.28], [4.11, -2.80, 1.28], [2.96, -4.13, 1.24], [2.59, -2.66, 2.16], [0.39, -2.50, -0.90], [0.41, -2.48, 0.89], [0.86, -3.95, 0.01], [-0.24, 3.14, 4.33], [1.10, 5.29, 3.28], [1.30, 5.31, 1.53], [2.51, 4.54, 2.54], [-3.12, 1.00, 2.65], [-2.77, 1.71, 4.23], [-3.19, 0.00, 4.11], [-1.61, -0.78, 1.73], [-1.30, -1.71, 3.18], [0.06, -0.97, 2.37], [-0.61, 1.11, 5.48], [0.48, -0.10, 4.80], [-1.13, -0.57, 5.37], [-0.65, 1.09, -5.44], [-1.14, -0.60, -5.32], [0.47, -0.10, -4.76], [-2.80, 1.66, -4.17], [-3.12, 0.96, -2.58], [-3.19, -0.05, -4.03], [0.10, -0.96, -2.36], [-1.28, -1.73, -3.11], [-1.55, -0.78, -1.66], [-2.01, -4.01, 0.05], [-2.86, -3.01, 0.03], [-2.56, -1.71, 0.02], [-3.69, -0.99, 0.01], [-4.90, -1.73, 0.00], [-4.59, -3.37, 0.01], [-3.64, 0.43, 0.01], [-4.78, 1.20, 0.00], [-4.41, 2.84, 0.00], [-2.71, 2.45, 0.02], [-2.44, 1.14, 0.02], [-1.84, 3.45, 0.03], [-1.02, -3.85, 0.07], [-2.33, -4.97, 0.05], [-5.91, -1.35, -0.02], [-5.80, 0.86, -0.01], [-2.16, 4.40, 0.04], [-0.85, 3.28, 0.03]]}

***

No. 2
{"formula": "C2H7NS", "method": "ωB97M-V/def2-TZVPD", "smiles": "CSCN", "e_above_lowest_kj_mol": 15.88, "homo_lumo_gap_ev": 9.8314, "total_energy_ha": -533.32441, "symbols": ["C", "S", "H", "H", "H", "C", "N", "H", "H", "H", "H"], "xyz": [[0.91, -1.13, -1.09], [0.85, -0.11, 0.40], [0.91, -0.48, -1.96], [1.83, -1.66, -1.05], [0.07, -1.82, -1.17], [-0.54, 0.99, 0.03], [-1.82, 0.54, 0.61], [-0.25, 1.96, 0.42], [-0.61, 1.00, -1.06], [-2.56, 0.59, -0.08], [-1.70, -0.41, 0.93]]}

***

No. 3
{"formula": "C30H26BrEuFN5O6S", "method": "ωB97M-V/def2-TZVPD", "spin_multiplicity": 7, "e_above_lowest_kj_mol": 12.80, "total_charge": -2, "homo_lumo_gap_ev": [3.9412, 5.3106], "total_energy_ha": -5666.50760, "symbols": ["Eu", "N", "C", "C", "O", "N", "C", "C", "O", "O", "H", "H", "H", "H", "H", "H", "Br", "C", "C", "C", "C", "C", "C", "N", "C", "C", "C", "C", "C", "C", "N", "H", "H", "H", "H", "H", "H", "H", "H", "H", "C", "C", "C", "C", "C", "C", "C", "F", "C", "C", "C", "O", "C", "C", "N", "C", "C", "O", "O", "H", "H", "H", "H", "H", "H", "H", "H", "H", "H", "H", "S"], "xyz": [[0.88, -0.77, 1.06], [-1.55, -2.05, 0.69], [-2.64, -1.48, 1.40], [-2.39, -0.09, 1.97], [-3.31, 0.35, 2.74], [-1.22, 0.52, 1.68], [-0.86, 1.66, 2.51], [0.46, 1.33, 3.39], [0.52, 1.77, 4.54], [1.40, 0.75, 2.78], [-1.51, -1.68, -0.26], [-1.55, -3.10, 0.62], [-2.83, -2.08, 2.31], [-3.55, -1.51, 0.81], [-1.74, 1.88, 3.12], [-0.54, 2.49, 1.90], [-3.53, -2.68, 6.05], [-1.88, -2.73, 5.17], [-0.96, -1.68, 5.36], [0.22, -1.71, 4.69], [0.48, -2.81, 3.77], [-0.34, -3.92, 3.82], [-1.64, -3.83, 4.34], [1.42, -2.64, 2.81], [2.43, -3.65, 2.59], [2.60, -3.88, 1.11], [3.43, -4.95, 0.69], [3.60, -5.15, -0.66], [3.23, -4.12, -1.57], [2.49, -3.11, -1.08], [2.12, -3.06, 0.20], [-1.27, -0.87, 6.02], [0.91, -0.89, 4.68], [0.06, -4.90, 3.57], [-2.38, -4.62, 4.24], [2.13, -4.61, 3.11], [3.91, -5.52, 1.50], [4.01, -6.13, -0.91], [3.43, -4.22, -2.61], [2.20, -2.23, -1.66], [1.76, 5.20, -3.65], [0.42, 4.46, -3.86], [-0.76, 5.36, -3.42], [-2.05, 4.70, -3.77], [-2.10, 3.24, -3.45], [-3.29, 2.49, -3.64], [-3.38, 1.19, -3.18], [-4.58, 0.51, -3.16], [-2.26, 0.59, -2.59], [-1.03, 1.30, -2.43], [0.08, 0.71, -1.78], [-0.02, -0.45, -1.21], [1.37, 1.34, -1.99], [1.47, 2.56, -2.73], [0.34, 3.17, -3.20], [-0.93, 2.60, -2.98], [2.62, 0.94, -1.23], [3.69, 1.39, -1.72], [2.49, 0.16, -0.22], [1.74, 6.19, -4.12], [2.54, 4.60, -4.08], [1.98, 5.37, -2.59], [0.19, 4.28, -4.92], [-0.65, 6.34, -3.88], [-0.75, 5.54, -2.34], [-2.33, 4.93, -4.83], [-2.95, 5.20, -3.28], [-4.13, 2.94, -4.16], [-2.27, -0.45, -2.31], [2.46, 2.99, -3.01], [4.12, -3.51, 3.21]]}

***

No. 4
{"formula": "C2HO3Pb", "method": "ωB97M-V/def2-TZVPD", "spin_multiplicity": 2, "e_above_lowest_kj_mol": 0.00, "total_charge": 2, "homo_lumo_gap_ev": [8.0585, 11.5621], "total_energy_ha": -494.56336, "symbols": ["H", "O", "O", "O", "C", "C", "Pb"], "xyz": [[-1.28, 2.31, -0.06], [0.61, 1.47, 0.12], [-1.42, -1.71, 0.06], [0.82, -1.62, -0.15], [-0.58, 1.49, 0.24], [-0.30, -2.00, -0.08], [2.15, 0.05, -0.13]]}

***

No. 5
{"formula": "C5H10O2", "method": "ωB97M-V/def2-TZVPD", "smiles": "C=C/C(O)=C/C.O", "e_above_lowest_kj_mol": 248.67, "homo_lumo_gap_ev": 9.0847, "total_energy_ha": -346.93072, "symbols": ["C", "C", "C", "O", "C", "C", "H", "H", "H", "H", "H", "H", "H", "H", "H", "H", "O"], "xyz": [[-1.79, -0.01, -0.83], [-0.34, 0.31, -0.68], [0.58, -0.59, -0.34], [0.07, -1.83, 0.02], [2.04, -0.48, -0.29], [2.66, 0.48, -0.91], [-2.07, -0.63, -1.68], [-2.36, -0.49, -0.03], [-2.36, 0.90, -1.01], [-0.14, 1.30, -1.06], [0.80, -2.44, 0.12], [2.62, -1.30, 0.10], [2.10, 1.33, -1.26], [3.74, 0.47, -0.97], [-2.02, 0.55, 2.31], [-1.41, 1.13, 3.58], [-2.10, 1.29, 2.92]]}

***

No. 6
{"formula": "C31H66Br3ClF3N7O11PS", "method": "ωB97M-V/def2-TZVPD", "total_charge": -1, "homo_lumo_gap_ev": 6.2861, "total_energy_ha": -11653.14732, "symbols": ["C", "C", "Cl", "C", "C", "C", "C", "C", "F", "Br", "C", "F", "F", "Br", "O", "P", "Br", "O", "C", "S", "C", "O", "O", "H", "H", "H", "H", "H", "H", "H", "H", "H", "H", "H", "H", "H", "H", "H", "H", "H", "C", "O", "N", "C", "C", "H", "H", "H", "H", "H", "H", "H", "C", "O", "N", "C", "C", "H", "H", "H", "H", "H", "H", "H", "C", "O", "N", "C", "C", "H", "H", "H", "H", "H", "H", "H", "C", "O", "N", "C", "C", "H", "H", "H", "H", "H", "H", "H", "C", "O", "N", "C", "C", "H", "H", "H", "H", "H", "H", "H", "C", "O", "N", "C", "C", "H", "H", "H", "H", "H", "H", "H", "C", "O", "N", "C", "C", "H", "H", "H", "H", "H", "H", "H"], "xyz": [[-7.03, 1.63, 1.04], [-5.53, 1.99, 1.08], [-5.22, 2.90, 2.64], [-4.59, 0.78, 1.05], [-3.80, 0.68, -0.27], [-2.59, -0.26, -0.24], [-1.61, 0.12, 0.89], [-1.06, -1.01, 1.76], [-0.60, -0.42, 2.93], [0.49, -1.84, 0.94], [-2.10, -2.07, 2.24], [-1.72, -2.52, 3.47], [-3.31, -1.48, 2.39], [-2.31, -3.66, 1.14], [-3.31, 1.94, -0.63], [-3.97, 2.66, -2.08], [-2.32, 4.40, -2.20], [-5.25, 1.44, -2.03], [-4.87, 0.31, -1.36], [-4.45, -0.97, -2.63], [-4.62, -2.57, -1.84], [-5.49, -0.89, -3.63], [-3.10, -0.88, -3.13], [-7.47, 2.09, 0.15], [-7.19, 0.56, 0.97], [-7.54, 1.98, 1.92], [-5.27, 2.69, 0.31], [-5.17, -0.14, 1.14], [-3.95, 0.81, 1.92], [-2.86, -1.31, -0.24], [-2.08, -0.08, -1.18], [-0.74, 0.57, 0.42], [-2.00, 0.87, 1.57], [-3.06, 1.88, -2.84], [-4.50, 3.17, -3.29], [-4.71, 3.60, -1.31], [-5.78, -0.11, -0.92], [-5.12, -2.47, -0.88], [-3.62, -2.97, -1.73], [-5.22, -3.17, -2.51], [-8.47, -4.16, -2.39], [-7.34, -4.45, -2.74], [-9.15, -3.07, -2.79], [-10.49, -2.80, -2.32], [-8.52, -2.13, -3.72], [-9.04, -4.79, -1.69], [-11.19, -2.76, -3.16], [-10.53, -1.85, -1.80], [-10.81, -3.59, -1.64], [-8.27, -2.64, -4.65], [-7.60, -1.73, -3.30], [-9.22, -1.32, -3.93], [2.16, -1.59, -2.45], [1.14, -2.18, -2.14], [3.26, -2.17, -2.94], [4.44, -1.41, -3.30], [3.26, -3.61, -3.13], [2.25, -0.49, -2.34], [4.65, -1.53, -4.36], [5.30, -1.73, -2.72], [4.26, -0.35, -3.10], [2.47, -3.90, -3.82], [3.10, -4.12, -2.18], [4.22, -3.92, -3.55], [3.34, -3.58, 4.10], [3.04, -3.77, 2.93], [2.90, -2.55, 4.85], [3.32, -2.38, 6.23], [2.00, -1.57, 4.26], [4.02, -4.25, 4.65], [2.45, -2.41, 6.89], [3.83, -1.43, 6.36], [4.00, -3.18, 6.52], [1.08, -2.05, 3.93], [2.46, -1.11, 3.39], [1.76, -0.82, 5.01], [-6.76, 5.41, -3.89], [-5.65, 5.03, -4.18], [-7.87, 4.64, -4.00], [-9.18, 5.12, -3.63], [-7.70, 3.28, -4.49], [-6.96, 6.42, -3.48], [-9.60, 4.51, -2.83], [-9.85, 5.09, -4.49], [-9.11, 6.15, -3.28], [-7.02, 2.72, -3.84], [-7.27, 3.29, -5.49], [-8.67, 2.79, -4.52], [5.74, 0.54, 6.64], [5.69, -0.41, 7.40], [6.84, 0.95, 6.00], [6.85, 2.10, 5.11], [8.07, 0.20, 6.20], [4.86, 1.17, 6.42], [7.13, 1.79, 4.10], [7.56, 2.84, 5.46], [5.85, 2.53, 5.07], [7.93, -0.84, 5.90], [8.34, 0.21, 7.26], [8.87, 0.64, 5.62], [4.07, -1.56, -7.50], [4.09, -2.51, -6.76], [5.14, -1.07, -8.15], [5.06, 0.08, -9.03], [6.42, -1.73, -7.95], [3.14, -0.99, -7.71], [5.37, -0.19, -10.04], [5.71, 0.88, -8.67], [4.04, 0.44, -9.06], [6.37, -2.77, -8.26], [6.70, -1.70, -6.90], [7.18, -1.22, -8.54], [10.79, 2.42, 6.37], [9.95, 3.25, 6.09], [11.53, 2.43, 7.49], [12.51, 1.41, 7.78], [11.32, 3.51, 8.45], [11.02, 1.56, 5.71], [12.26, 0.89, 8.71], [13.50, 1.85, 7.88], [12.53, 0.68, 6.97], [10.29, 3.51, 8.79], [11.52, 4.47, 7.97], [11.99, 3.37, 9.29]]}